[1]
ORCA calculation (the ωB97M-V functional and the def2-TZVPD basis) on a cluster of 5 separate species, C37H69NO3 in total in a non-equilibrium geometry.

```
110
Properties=species:S:1:pos:R:3:lowdin_charge:R:1
H 5.375 -1.263 -2.745 0.094
H 1.862 2.962 -1.171 0.052
H 6.497 -0.571 -0.617 0.098
N -1.882 -1.951 -3.117 0.066
H -4.911 3.151 -4.923 0.081
C 4.664 1.311 -1.667 -0.261
H -4.165 1.672 2.869 0.057
H 2.070 -6.811 0.026 0.099
H 0.891 -0.722 -1.001 0.103
H 0.241 -3.527 0.890 0.079
H 1.384 -8.470 1.647 0.104
C 1.104 -7.197 3.343 -0.116
C -1.076 -2.703 -4.021 -0.115
C -3.912 -0.031 4.171 -0.260
C 0.111 -4.884 -0.757 -0.108
C 1.097 -7.430 1.838 -0.275
H 2.878 0.769 -0.583 0.058
C -3.573 0.929 -2.762 -0.108
C -4.155 -0.577 7.890 -0.117
H 1.123 6.063 -3.346 0.110
C -4.707 -1.144 4.856 -0.226
H -4.605 -1.472 8.329 0.074
C 8.271 0.233 -1.535 -0.114
H 0.425 -7.897 3.837 0.069
H -4.003 -1.837 5.330 0.100
H -2.771 0.702 -3.563 0.118
H 1.833 4.539 -2.866 0.100
H 1.020 -3.515 -4.769 0.094
C -4.153 2.421 -2.851 -0.349
H 1.055 7.461 -0.483 0.066
H -5.335 0.379 2.587 0.074
C 0.460 -2.877 -4.004 -0.035
H -5.233 -1.727 4.091 0.109
H 0.079 -7.318 1.455 0.098
C -4.784 0.920 3.360 -0.116
H 2.105 -7.350 3.756 0.075
H 0.236 2.313 -1.460 0.071
H -6.519 -0.098 5.388 0.100
O -4.455 1.566 0.564 0.089
C 1.374 5.453 -2.471 -0.226
C -3.506 0.881 0.145 -0.269
H 4.302 2.331 -1.838 0.098
C -5.733 -0.670 5.891 -0.231
H -2.398 3.149 -1.579 0.069
H 1.888 -4.689 2.223 0.102
H 7.423 -1.731 -1.547 0.105
C 7.064 -0.696 -1.544 -0.273
H 2.713 8.056 -0.571 0.070
C 0.246 4.248 -0.481 -0.264
C 0.854 2.881 -0.757 -0.113
C 0.383 -1.280 -1.869 0.015
H -0.886 -4.539 -1.046 0.071
H 1.654 8.198 -1.981 0.076
C 6.157 -0.495 -2.759 -0.229
C 5.511 0.890 -2.869 -0.224
H -4.708 1.088 6.643 0.098
H -6.228 -1.552 6.313 0.107
H -3.182 -0.491 3.497 0.090
H 6.289 1.643 -3.032 0.102
H -3.447 4.536 -2.341 0.084
C 2.410 6.197 -1.628 -0.274
H 5.277 1.351 -0.761 0.103
C -3.911 2.969 -4.375 -0.095
H 7.972 1.283 -1.483 0.066
H 0.167 -5.953 -0.980 0.067
C -3.448 3.484 -1.872 -0.090
H 3.077 -6.685 1.451 0.108
H 0.777 -6.186 3.597 0.066
H 0.853 4.779 0.258 0.103
C 1.242 -2.118 -2.872 -0.036
H -5.503 1.446 3.993 0.072
C -2.010 -0.455 -1.026 0.016
H -3.335 0.538 4.906 0.102
H -0.579 4.565 -2.443 0.095
C 0.074 5.097 -1.742 -0.229
H 2.811 0.387 -2.309 0.068
H 0.924 2.306 0.171 0.074
C -3.050 0.490 -1.326 -0.006
H 4.885 0.908 -3.768 0.110
H -3.806 0.060 8.707 0.068
H -4.444 0.210 -3.019 0.140
C 1.925 7.555 -1.139 -0.114
C 0.358 -4.601 0.718 -0.261
C -5.164 0.173 7.033 -0.275
C 3.464 0.405 -1.431 -0.132
H -0.739 4.106 -0.023 0.098
H -4.115 3.581 -0.932 0.083
O -1.012 -1.471 1.127 0.107
H 2.376 -2.217 -2.805 0.090
C 2.060 -6.514 1.081 -0.231
H 8.899 0.025 -0.665 0.070
H -0.458 6.017 -1.477 0.104
H -3.300 2.222 -4.998 0.071
H 3.769 -0.620 -1.206 0.068
H 8.878 0.091 -2.433 0.076
H 2.719 5.588 -0.773 0.098
H -1.639 -3.283 -4.842 0.106
H 0.842 -4.363 -1.382 0.050
H -3.345 3.958 -4.405 0.066
H -0.411 -5.094 1.320 0.104
H -3.279 -0.880 7.312 0.065
H 3.309 6.349 -2.237 0.105
C -1.142 -1.283 -2.099 -0.171
O -2.640 0.278 1.142 0.057
H -5.287 2.417 -2.713 0.133
C -1.765 -0.670 0.544 -0.284
H -5.994 0.494 7.673 0.103
H 6.738 -0.677 -3.671 0.110
H 2.503 -4.470 0.601 0.106
C 1.754 -5.017 1.187 -0.225
```

Properties
**HOMO energy**: -9.4 eV
**E_tot**: -1731.5097 Eh
**Kohn-Sham gap**: 0.3012 Ha
**Spin multiplicity**: 1

[2]
ORCA calculation (the ωB97M-V functional and the def2-TZVPD basis) on a structure of composition C26H30Cl3FeGe2N4S2Te.

```
69
Properties=species:S:1:pos:R:3:nbo_charge:R:1
C 0.503 4.740 -1.742 -0.391
H 0.417 2.143 -2.422 0.224
N -4.875 -3.501 1.272 -0.394
C -0.349 2.298 -1.656 -0.825
N -1.439 -1.426 -0.527 -0.574
H 1.191 4.861 0.314 0.200
H -1.951 -4.483 2.227 0.241
C 2.209 -0.771 3.492 -0.207
C -1.648 -4.967 1.308 -0.231
H 1.434 -0.949 4.228 0.238
N 2.504 -0.772 -0.175 -0.509
H 2.262 0.129 -2.695 0.243
H 2.095 3.709 -0.670 0.202
H -3.532 -5.984 0.778 0.254
C -0.670 3.793 -1.497 -0.408
C -3.271 1.425 0.543 -0.404
H -4.358 2.958 1.618 0.203
H 2.366 5.436 -0.870 0.213
C -1.868 -6.279 -0.574 -0.400
C -3.806 2.847 0.682 -0.606
H -2.809 1.294 -0.441 0.191
H -1.023 2.819 1.570 0.229
Cl 0.931 -0.954 -4.956 -0.453
H -2.721 1.274 2.610 0.203
H 6.187 0.017 0.862 0.226
H 3.742 -0.323 4.946 0.231
Cl -2.124 -1.540 -3.741 -0.412
C 4.799 -0.300 -0.719 -0.248
H 3.950 -0.159 -3.115 0.231
C -2.277 1.038 1.636 -0.395
H -4.484 3.091 -0.136 0.222
H -1.091 3.991 -0.506 0.194
C 3.452 -0.552 -1.078 0.310
H 1.657 1.753 0.391 -0.190
H 2.843 -1.521 -2.880 0.274
Ge -0.168 -0.895 -3.043 0.926
H 5.491 -0.003 3.236 0.222
H -2.138 -0.044 1.625 0.201
S 0.294 -1.425 1.648 0.133
C 4.182 -0.379 1.573 -0.131
C 3.114 -0.527 -2.526 -0.670
C -3.943 -1.850 -0.468 -0.601
H -0.302 1.481 2.417 0.223
C -0.400 -4.829 0.756 -0.603
S -0.262 -5.742 -0.697 0.518
H -3.006 3.590 0.682 0.188
H 0.932 4.526 -2.726 0.195
C 4.477 -0.251 2.948 -0.144
C 1.908 -0.896 2.162 -0.154
H -1.235 1.758 -1.991 0.238
H -2.273 -6.948 -1.318 0.248
Cl 0.690 -2.917 -2.101 -0.484
C 5.165 -0.203 0.578 -0.090
C 2.873 -0.688 1.151 0.220
C -4.473 -2.758 0.485 0.322
Te 1.196 -3.779 1.525 0.614
H -1.465 4.045 -2.204 0.218
C 1.601 4.681 -0.684 -0.612
Fe 0.472 -1.110 -0.505 0.433
C -2.575 -1.659 -0.505 0.543
C -0.912 1.729 1.545 -0.841
N -5.461 -0.437 -1.989 -0.358
C 3.512 -0.428 3.895 -0.211
H -4.111 0.728 0.563 0.224
Ge 0.220 1.351 -0.024 1.054
H 5.519 -0.157 -1.513 0.231
H 0.114 5.759 -1.797 0.205
C -2.500 -5.786 0.531 -0.250
C -4.782 -1.071 -1.306 0.307
```

Properties
**HOMO energy (alpha / beta)**: -7.8 / -7.7 eV
**<S²>**: 0.963
**E_tot**: -9090.3488 Eh
**Kohn-Sham gap (alpha / beta)**: 0.2208 / 0.2189 Ha
**Energy above the lowest of the compared OMol25 structures with the same formula, charge and spin**: 0.565 eV
**Spin multiplicity**: 2

[3]
ORCA calculation (the ωB97M-V functional and the def2-TZVPD basis) on a structure of composition C4H11N2O2.

```
19
Properties=species:S:1:pos:R:3:nbo_charge:R:1
H 1.090 -0.826 -0.642 0.104
H -2.240 -2.029 0.163 0.168
C 2.498 0.727 -0.241 -0.224
H 0.552 0.795 -1.109 0.132
N -2.025 -0.052 0.912 -0.684
O 0.444 0.382 0.920 -0.843
O -3.806 0.240 -0.529 -0.746
H -1.795 -1.885 1.873 0.177
H 2.475 1.807 -0.069 0.175
H -2.425 1.654 -0.126 0.076
C -2.769 0.615 0.040 0.489
H 3.254 -0.496 -1.740 0.347
N 3.195 0.481 -1.501 -0.860
H -3.462 -1.545 1.332 0.182
H 4.103 0.911 -1.564 0.346
H 2.973 0.241 0.619 0.152
H -0.716 0.197 0.886 0.471
C 1.053 0.231 -0.305 -0.037
C -2.401 -1.448 1.082 -0.424
```

Properties
**HOMO energy**: -4.2 eV
**E_tot**: -419.0254 Eh
**Charge**: -1
**Kohn-Sham gap**: 0.2928 Ha
**Energy above the lowest of the compared OMol25 structures with the same formula, charge and spin**: 1.785 eV
**Spin multiplicity**: 1